1.
DFT (wB97M-V/def2-TZVPD) results for a 2-piece molecular cluster, C27H58IN3O2PS2 overall in a non-equilibrium geometry.

```
94
Properties=species:S:1:pos:R:3:forces:R:3:mulliken_charge:R:1
C 1.403289 -1.688770 2.796731 -0.461 0.321 -0.470 -0.507
C 2.151278 -2.851295 1.914560 -0.013 -0.468 0.724 -0.303
C 3.663045 -2.470654 1.404136 -0.625 0.025 -0.223 -0.837
C 3.796303 -1.014306 0.661293 0.241 0.421 0.068 -0.006
C 3.874544 -1.081220 -0.976810 1.283 -0.134 0.259 0.409
C 5.343948 -0.452726 -1.469188 -0.930 0.133 -1.305 -0.939
C 5.236064 1.171883 -1.824973 0.123 -0.890 0.410 -0.264
C 5.204726 2.076834 -0.455805 0.251 0.285 -0.072 -0.115
C 4.874165 3.670163 -0.696071 0.459 -0.069 -0.260 -0.915
C 3.403457 3.939438 -1.414527 0.816 0.930 0.139 -0.416
C 2.132469 3.794780 -0.388941 -0.152 -0.304 -0.282 -0.649
C 1.300200 2.389177 -0.539093 0.247 -0.079 0.274 0.211
C 0.825956 2.111906 -2.117797 1.106 -1.443 0.404 -0.317
C -0.447982 1.088444 -2.186236 -1.938 -2.616 -2.011 -0.624
N -0.489147 -0.035663 -3.013059 -0.244 3.183 2.143 0.079
C -1.714356 -0.918662 -2.931338 0.243 -3.603 -0.260 -0.499
N -2.319563 -1.290383 -4.266368 2.204 1.045 -0.589 -0.470
P -0.935563 -2.586059 -2.297783 2.023 -1.769 3.217 0.446
C 0.377007 -3.231282 -3.550574 -0.265 -0.151 -1.424 -0.924
O -2.135014 -3.849427 -2.226002 1.486 0.048 -1.099 -0.583
C -2.694166 -0.420979 -1.701232 0.521 1.774 -1.875 -0.126
S -4.362761 -0.333166 -2.543121 -1.064 1.383 0.040 -0.059
N -2.958975 -1.368712 -0.553392 -0.664 0.383 -0.677 0.076
C -3.679562 -0.714023 0.603345 -0.059 1.129 1.635 -0.264
C -4.563714 -1.763047 1.533911 0.183 0.217 -0.921 -0.707
C -3.689734 -3.093799 1.926576 -0.935 0.097 0.188 -0.382
C -2.122092 -2.804549 2.312529 -0.259 -0.405 0.401 -0.370
C -1.872808 1.002763 -1.385068 0.222 -0.110 3.252 0.529
C -2.810345 2.320641 -1.171802 0.217 0.699 0.428 -0.636
C -2.810383 3.421907 -2.375843 -0.622 1.922 2.147 -0.557
C -1.587816 4.547691 -2.178352 -0.378 0.634 -0.086 -0.514
I -2.929686 2.613702 -4.408211 0.280 0.385 0.907 0.065
H 0.730609 -2.155930 3.652728 1.562 1.004 -1.756 0.225
H 2.138802 -0.870970 3.232737 -1.429 -1.885 -0.752 0.318
H 0.664368 -1.123018 2.072339 1.407 -0.970 1.487 -0.106
H 1.430417 -3.140300 1.036731 1.524 0.578 1.487 0.065
H 2.254559 -3.820983 2.592674 -0.191 1.999 -1.472 0.351
H 4.373117 -2.462145 2.341617 -1.385 -0.193 -1.918 0.288
H 3.979469 -3.317266 0.631347 -0.385 1.786 1.794 0.289
H 2.929068 -0.268653 0.941472 1.596 -1.615 -0.218 -0.143
H 4.805259 -0.523634 1.064732 -2.243 -0.984 -0.976 0.286
H 3.839346 -2.222716 -1.320574 -0.086 2.512 0.687 0.381
H 3.012483 -0.470850 -1.515309 1.649 -1.297 1.142 -0.439
H 5.558168 -0.988766 -2.513557 -0.037 1.116 2.364 0.290
H 6.193833 -0.661535 -0.676320 -1.778 0.317 -1.740 0.338
H 4.269085 1.279217 -2.494661 1.868 -0.012 1.372 0.061
H 6.169344 1.455232 -2.490390 -1.914 -0.392 1.413 0.314
H 6.277994 1.959523 0.045615 -2.302 0.363 -1.019 0.378
H 4.429581 1.683432 0.332015 1.378 0.507 -1.628 -0.096
H 5.706526 4.150413 -1.393449 -1.744 -1.089 1.388 0.330
H 4.979289 4.217063 0.348589 -0.487 -1.026 -2.166 0.330
H 3.357705 3.257962 -2.364587 -0.163 1.208 1.840 0.224
H 3.422640 5.061171 -1.819023 -0.066 -2.449 0.895 0.321
H 2.546257 3.875412 0.703810 -0.921 -0.197 -2.023 0.407
H 1.368486 4.666429 -0.555847 1.515 -1.545 0.294 0.225
H 2.002154 1.500259 -0.179781 -1.598 1.745 -0.931 -0.565
H 0.369177 2.404266 0.174447 1.701 0.029 -1.398 0.430
H 1.748862 1.525307 -2.597673 -2.155 1.130 0.792 0.254
H 0.720468 3.094232 -2.744671 -0.411 -1.951 1.301 0.372
H 0.310248 -0.253200 -3.647010 -0.899 0.088 0.708 0.416
H -1.599520 -0.967958 -4.980621 -1.494 -0.403 0.822 0.423
H -2.329438 -2.330544 -4.375364 -0.146 1.130 0.295 0.360
H 1.480392 -2.865230 -3.279948 -2.626 -0.632 -0.550 0.136
H 0.025419 -2.877779 -4.616149 1.181 -0.893 1.637 0.317
H 0.376594 -4.417721 -3.538442 -0.064 2.548 0.023 0.390
H -1.702049 -4.771567 -2.182081 -0.773 2.263 -0.152 0.314
H -4.884687 0.971162 -2.571631 1.042 -1.152 0.247 0.175
H -3.649554 -2.092036 -0.917230 1.304 1.071 0.336 0.388
H -4.418348 0.149767 0.303248 1.307 -1.649 0.191 0.055
H -2.834211 -0.191214 1.264262 -1.890 -1.161 -1.198 0.130
H -4.973052 -1.155796 2.452830 1.140 -1.255 -1.706 0.257
H -5.517883 -2.100546 0.906977 2.052 0.694 1.207 0.321
H -4.241112 -3.591554 2.861143 1.214 0.990 -2.129 0.278
H -3.799892 -3.845887 1.007100 0.520 1.533 2.118 0.230
H -1.919807 -3.382510 3.334858 -0.043 1.103 -2.412 0.263
H -1.438509 -3.164017 1.433292 -1.144 0.588 1.881 0.054
H -1.861818 -1.683254 2.522631 -0.752 -2.077 -0.451 -0.079
H -1.500788 0.788789 -0.270169 -0.518 0.361 -2.191 -0.062
H -2.400348 2.879999 -0.200075 -0.888 -1.068 -2.158 0.326
H -3.918971 1.995383 -0.885632 2.573 0.454 -0.830 0.276
H -3.807945 4.063964 -2.231703 2.152 -1.669 -0.537 0.559
H -1.070406 4.805857 -3.209792 -0.904 -0.703 2.257 0.252
H -2.066131 5.572819 -1.798670 0.935 -2.337 -0.820 0.322
H -0.819212 4.230485 -1.338442 -1.505 0.481 -1.927 -0.066
C -2.738291 0.687607 6.412868 -0.079 0.076 0.057 -1.092
S -2.988067 -0.478288 5.052382 -0.343 0.039 0.104 0.749
O -4.381331 -0.276118 4.535179 0.545 -0.070 0.289 -0.677
C -3.001035 -1.964773 6.083344 -0.079 -0.062 0.027 -1.024
H -2.734200 1.701465 6.005430 -0.017 -0.193 -0.045 0.326
H -3.548427 0.592996 7.139873 0.026 -0.050 -0.126 0.341
H -1.777617 0.487759 6.893179 -0.055 -0.030 -0.096 0.364
H -3.794856 -1.894342 6.831009 0.038 0.082 -0.117 0.408
H -2.031720 -2.076841 6.574487 -0.040 0.056 -0.084 0.359
H -3.183282 -2.830632 5.442357 0.020 0.189 -0.011 0.251
```
Positions in Å, forces in eV/Å.

## Properties
Charge   +1
Kohn-Sham gap   6.3 eV
Lowest unoccupied orbital energy   -0.1507 hartree
Total energy   -76545.9287 eV


2.
DFT (wB97M-V/def2-TZVPD) results for a 7-piece molecular cluster, C27H59Cl9 overall in a non-equilibrium geometry.

```
95
Properties=species:S:1:pos:R:3:forces:R:3:mulliken_charge:R:1
C 0.712059 1.378607 6.557318 0.155 0.838 -0.340 -1.364
C 1.465129 1.137264 5.248237 0.285 1.775 0.326 -0.081
C 1.811684 -0.259060 4.962280 -0.237 -1.112 -0.432 -0.503
C 2.566051 -0.422860 3.648115 0.318 0.283 0.020 -1.100
C 1.745213 -0.133584 2.373728 0.702 -0.995 0.940 1.126
C 0.571941 -1.103936 2.362409 0.257 -0.156 -0.601 -0.629
H 1.059394 0.771958 7.393333 0.003 -0.208 -0.154 0.352
H -0.368688 1.292172 6.443943 0.004 -0.268 0.062 0.283
H 0.913564 2.417037 6.825844 -0.237 0.044 0.252 0.372
H 0.968731 1.626218 4.406477 -0.610 -0.302 0.006 0.098
H 2.382887 1.733171 5.241372 0.303 -0.090 0.425 0.277
H 0.879107 -0.828257 4.947143 0.014 -0.307 -0.098 0.218
H 2.385987 -0.686322 5.786339 0.162 0.056 0.023 0.411
H 3.442423 0.230048 3.653625 0.110 0.091 0.152 0.426
H 2.958262 -1.441272 3.636652 -0.041 -0.102 -0.385 0.374
H 1.449549 0.915059 2.335730 -0.205 -0.021 -0.034 0.181
H 2.405366 -0.311058 1.523683 -0.092 0.042 -0.102 -0.793
H 0.312134 -1.321816 1.326032 -0.876 0.445 0.051 -0.026
H 0.843407 -2.099934 2.717860 0.351 0.100 0.337 0.454
H -0.213157 -0.740038 3.022525 -0.399 -0.108 -0.521 -0.052
C -2.676396 2.290043 3.292825 1.176 -0.544 -0.355 -1.256
C -2.585237 1.005476 2.453182 -0.910 0.260 -0.503 0.303
C -3.819852 0.797497 1.545291 0.747 -0.628 0.770 -0.764
C -3.591814 -0.414466 0.643553 -0.177 0.502 -0.622 0.495
C -4.827894 -0.789362 -0.186887 0.138 0.388 -0.548 -0.676
C -5.198388 0.256693 -1.256906 0.191 -0.033 0.681 -1.017
H -2.101305 2.066766 4.192262 -0.347 0.513 0.383 0.209
H -3.681066 2.659273 3.490872 0.002 -0.253 0.168 0.367
H -2.114044 3.060636 2.763132 -0.203 0.288 0.078 0.185
H -1.707513 1.059715 1.805910 0.129 0.024 -0.006 -0.399
H -2.414169 0.127529 3.077340 -0.263 -0.052 0.088 0.636
H -3.955839 1.707780 0.959487 -0.151 -0.011 -0.107 0.159
H -4.701951 0.647821 2.171318 -0.132 0.122 0.038 0.466
H -2.754484 -0.090381 0.022426 -0.023 -0.343 -0.394 -0.583
H -3.240789 -1.288301 1.194976 -0.056 0.064 0.296 0.503
H -4.747790 -1.741390 -0.713864 0.304 -0.227 0.334 0.276
H -5.651876 -0.863725 0.525289 -0.201 -0.190 -0.106 0.299
H -6.051660 -0.072999 -1.848875 -0.158 0.159 0.161 0.334
H -5.409353 1.182242 -0.719992 -0.280 0.202 -0.403 0.370
H -4.391512 0.455837 -1.963861 0.209 -0.115 0.104 0.141
C 4.955618 -5.146402 -2.250095 -0.625 0.127 -0.017 -1.131
C 4.519752 -3.917147 -1.378800 1.023 -0.289 -1.426 -0.396
C 3.761113 -2.781714 -2.113408 -0.141 -0.504 0.358 -0.012
C 3.595967 -1.558436 -1.203222 0.342 -0.030 0.800 0.206
C 4.803677 -0.603449 -1.187847 -0.401 0.346 -0.002 -0.368
C 4.667720 0.520166 -0.151302 0.370 0.148 -0.465 -1.014
H 5.524483 -5.925338 -1.740069 -0.111 0.249 0.617 0.374
H 5.612688 -4.886788 -3.081052 -0.198 0.429 -0.068 0.251
H 4.091543 -5.663178 -2.670158 -0.064 0.089 -0.108 0.226
H 3.939698 -4.239058 -0.514862 0.128 0.025 0.078 0.346
H 5.476953 -3.484994 -1.081309 -0.133 0.106 0.648 0.215
H 2.792956 -3.140116 -2.469288 -0.211 -0.120 0.314 0.134
H 4.235297 -2.485086 -3.049933 0.458 0.017 0.159 0.035
H 2.631514 -1.075480 -1.375638 0.206 0.537 -0.468 -0.301
H 3.489471 -1.820285 -0.146182 -0.089 -0.716 0.040 0.092
H 5.729343 -1.114685 -0.919066 -0.079 -0.446 -0.315 0.333
H 4.922053 -0.199064 -2.194755 0.196 0.179 0.001 0.326
H 3.764328 1.099723 -0.343461 -0.123 -0.026 0.409 0.070
H 4.743151 0.145250 0.870136 -0.583 -0.165 0.018 0.277
H 5.508371 1.214806 -0.199209 0.032 0.059 -0.338 0.427
C -3.764377 5.126963 -1.038802 -0.031 0.261 0.590 -1.209
C -2.856290 5.177105 0.181195 1.847 0.080 -0.811 -0.277
C -1.403668 4.728426 -0.188654 -0.720 -0.388 0.451 -1.020
C -1.308169 3.256574 -0.593377 0.487 -0.003 0.510 0.492
C 0.163875 2.856029 -0.813589 -0.846 0.628 0.201 -1.083
C 0.351829 1.427099 -1.201284 1.045 -0.432 -0.409 -0.416
H -4.722418 5.514569 -0.691121 -0.360 -0.365 -0.558 0.390
H -3.809010 4.140371 -1.498040 -0.426 -0.046 0.221 0.246
H -3.386571 5.798587 -1.810803 0.030 0.120 0.047 0.328
H -2.798391 6.216357 0.509047 -0.066 0.031 0.158 0.393
H -3.169570 4.588061 1.043707 -0.359 -0.139 -0.176 0.135
H -0.762862 4.873890 0.683195 0.115 0.104 0.024 0.342
H -0.977405 5.309606 -1.008391 -0.172 0.332 0.020 0.453
H -1.699866 2.623117 0.206346 -0.211 -0.011 0.082 -0.371
H -1.927499 3.064944 -1.470774 0.183 -0.115 -0.183 0.302
H 0.548677 3.547297 -1.565569 0.387 -0.109 -0.019 0.438
H 0.717837 2.996596 0.116606 -0.025 0.417 0.060 0.365
H -0.028383 0.743392 -0.442400 -0.515 -0.035 -0.292 -0.011
H 0.008958 1.250229 -2.221287 -0.489 -0.365 0.207 0.330
H 1.419203 1.191820 -1.229787 0.174 0.071 -0.049 0.080
C -0.618711 -1.727367 -2.945957 -0.534 0.380 0.441 0.515
Cl -1.591031 -0.549973 -3.875920 0.083 -0.001 0.330 -0.180
Cl -0.861526 -3.298091 -3.651666 0.342 -0.361 -0.106 -0.111
Cl -1.097013 -1.771910 -1.210356 0.273 0.022 -0.872 -0.079
H 0.414137 -1.396027 -3.019452 -0.069 -0.253 0.099 -0.187
C -4.364957 -3.288161 -4.539388 -0.089 -0.159 -0.281 0.463
Cl -5.765236 -2.242736 -4.296310 -0.046 -0.100 -0.050 -0.115
Cl -4.576937 -4.339472 -5.987689 0.146 0.555 0.555 -0.147
Cl -4.059023 -4.279909 -3.118730 -0.147 0.007 0.008 -0.112
H -3.519077 -2.620655 -4.683115 0.021 -0.312 -0.157 -0.101
C 2.788982 -3.657165 -5.815615 -0.195 0.262 1.119 -0.116
Cl 2.093124 -2.118587 -5.270292 -0.121 0.302 -0.109 -0.103
Cl 2.144294 -4.965426 -4.790714 0.004 0.065 -0.600 -0.119
Cl 4.540939 -3.575155 -5.580326 -0.220 -0.166 -0.725 -0.113
H 2.442303 -3.749248 -6.841252 0.547 -0.427 0.054 0.435
```
Positions in Å, forces in eV/Å.

## Properties
Relative energy (zero: lowest compared OMol25 entry of this formula, charge and spin)   26.9 kcal per mole
Charge   0
Structure (SMILES)   ClC(Cl)Cl.ClC(Cl)Cl.ClC(Cl)Cl.CCCCCC.CCCCCC.CCCCCC.CCCCCC
Kohn-Sham gap   11.1 eV
Lowest unoccupied orbital energy   0.0137 hartree
Total energy   -141657.6802 eV